{"formula": "C6H8N4O", "method": "wB97M-V/def2-TZVPD", "elements": ["C", "C", "O", "N", "N", "C", "C", "C", "N", "C", "N", "H", "H", "H", "H", "H", "H", "H", "H"], "xyz": [[2.732, 0.409, -0.530], [2.340, -0.590, 0.489], [1.122, -0.315, 1.148], [-0.060, -0.410, 0.169], [-0.378, -1.666, -0.233], [-1.654, -1.677, -0.483], [-2.205, -0.417, -0.220], [-3.150, 0.598, -0.206], [-2.775, 1.747, 0.354], [-1.490, 1.591, 0.567], [-1.130, 0.320, 0.323], [3.511, -0.006, -1.215], [1.773, 0.704, -0.948], [3.177, 1.260, -0.019], [3.160, -0.610, 1.315], [2.328, -1.601, 0.180], [-2.182, -2.378, -1.069], [-4.251, 0.648, -0.543], [-0.869, 2.395, 0.920]], "smiles": "CCOn1ncc2cncn21", "total_energy_ha": -527.50953, "charge": 0, "homo_lumo_gap_ev": 8.66, "homo_energy_ev": -8.16}

***

{"formula": "C28H26GeMoN2O2S5", "method": "wB97M-V/def2-TZVPD", "elements": ["Mo", "C", "C", "O", "C", "C", "C", "N", "N", "C", "O", "C", "C", "C", "C", "C", "C", "H", "H", "H", "H", "H", "H", "H", "H", "H", "H", "H", "H", "Ge", "C", "C", "C", "C", "C", "C", "C", "C", "C", "C", "C", "C", "H", "H", "H", "H", "H", "H", "H", "H", "H", "H", "H", "C", "S", "C", "C", "S", "S", "C", "S", "S", "H", "H", "H"], "xyz": [[0.030, -0.381, 1.673], [4.001, 0.114, 0.370], [2.602, 0.610, 0.399], [1.793, -0.091, 1.228], [2.089, 1.623, -0.313], [0.708, 2.043, -0.287], [0.384, 3.311, -1.003], [-0.205, 1.311, 0.297], [-1.503, 1.809, 0.231], [-2.305, 1.097, 0.923], [-1.789, 0.017, 1.588], [-3.735, 1.321, 1.071], [-4.318, 2.447, 0.483], [-5.676, 2.662, 0.616], [-6.456, 1.758, 1.330], [-5.878, 0.637, 1.911], [-4.518, 0.413, 1.786], [4.357, -0.069, 1.384], [4.659, 0.823, -0.125], [4.035, -0.833, -0.174], [2.754, 2.185, -0.952], [1.207, 4.015, -0.890], [-0.550, 3.748, -0.674], [0.297, 3.085, -2.071], [-3.704, 3.140, -0.076], [-6.133, 3.530, 0.162], [-7.519, 1.930, 1.431], [-6.490, -0.065, 2.461], [-4.068, -0.465, 2.230], [-0.129, -2.710, 0.467], [0.205, -2.354, -1.398], [1.299, -2.965, -2.010], [1.499, -2.829, -3.376], [0.614, -2.076, -4.135], [-0.471, -1.453, -3.531], [-0.676, -1.591, -2.167], [-1.830, -3.425, 1.034], [-3.041, -2.891, 0.592], [-4.240, -3.471, 0.972], [-4.238, -4.585, 1.803], [-3.040, -5.120, 2.251], [-1.837, -4.542, 1.870], [1.008, -3.498, 1.132], [1.994, -3.561, -1.429], [2.341, -3.317, -3.849], [0.767, -1.977, -5.201], [-1.161, -0.869, -4.126], [-1.530, -1.102, -1.710], [-3.060, -2.026, -0.062], [-5.175, -3.064, 0.611], [-5.175, -5.042, 2.095], [-3.039, -5.995, 2.887], [-0.906, -4.978, 2.213], [0.460, 3.238, 4.292], [-0.424, 1.709, 3.903], [0.004, 0.674, 5.234], [0.158, -0.706, 5.100], [0.126, -1.714, 3.694], [0.445, -1.561, 6.563], [0.441, -0.198, 7.643], [0.734, -0.291, 9.234], [0.160, 1.309, 6.813], [0.125, 3.955, 3.544], [1.534, 3.090, 4.219], [0.176, 3.614, 5.272]], "multiplicity": 3, "total_energy_ha": -5478.04439, "charge": 2, "homo_lumo_gap_ev": [6.20, 4.68], "homo_energy_ev": [-13.74, -13.65]}

***

{"formula": "C4H4N4O3", "method": "wB97M-V/def2-TZVPD", "elements": ["O", "N", "C", "C", "N", "C", "C", "N", "N", "O", "O", "H", "H", "H", "H"], "xyz": [[-1.826, 1.902, 0.767], [-1.660, 1.665, -0.366], [-1.177, 0.166, -0.618], [0.261, 0.063, -0.310], [1.041, -0.071, -1.303], [2.313, -0.163, -0.749], [2.194, -0.116, 0.632], [0.845, 0.040, 0.887], [-2.129, -0.791, 0.141], [-3.108, -1.206, -0.486], [-1.838, -1.017, 1.271], [-1.391, -0.080, -1.693], [3.082, -0.378, -1.288], [2.995, -0.153, 1.323], [0.398, 0.139, 1.790]], "smiles": "O=N[C@@H](c1ncc[nH]1)[N+](=O)[O-]", "total_energy_ha": -599.37201, "charge": 0, "homo_lumo_gap_ev": [8.40, 8.40], "homo_energy_ev": [-9.34, -9.34]}

***

{"formula": "CH2ClNO4S", "method": "wB97M-V/def2-TZVPD", "elements": ["O", "N", "O", "C", "S", "O", "O", "Cl", "H", "H"], "xyz": [[-1.080, 1.299, -1.598], [-0.564, 0.337, -1.118], [0.588, 0.238, -0.712], [-1.314, -0.863, -0.918], [-2.398, -0.725, 1.028], [-2.335, -2.002, 1.652], [-3.694, -0.153, 0.833], [-1.252, 0.471, 2.035], [-0.739, -1.803, -0.849], [-2.340, -0.815, -1.412]], "smiles": "O=[N+]([O-])CS(=O)(=O)Cl", "total_energy_ha": -1253.22918, "charge": 0, "homo_lumo_gap_ev": 9.65, "homo_energy_ev": -11.54}

***

{"formula": "C2H6F2N2O2", "method": "wB97M-V/def2-TZVPD", "elements": ["N", "C", "O", "F", "C", "N", "O", "F", "H", "H", "H", "H", "H", "H"], "xyz": [[1.678, -0.422, 0.084], [0.581, 0.375, -0.128], [0.635, 0.894, -1.439], [0.631, 1.576, 0.660], [-0.713, -0.455, 0.174], [-1.887, 0.379, 0.162], [-0.539, -1.240, 1.227], [-0.812, -1.353, -0.971], [2.493, -0.072, -0.351], [1.662, -0.880, 1.037], [1.614, 1.169, -1.536], [-1.566, 1.262, 0.454], [-2.344, 0.382, -0.699], [-1.433, -1.613, 1.328]], "smiles": "N[C@](O)(F)[C@](N)(O)F", "total_energy_ha": -539.53549, "charge": 0, "homo_lumo_gap_ev": 10.94, "homo_energy_ev": -10.23}

***

{"formula": "C4H9NO2", "method": "wB97M-V/def2-TZVPD", "elements": ["C", "C", "N", "C", "C", "O", "O", "H", "H", "H", "H", "H", "H", "H", "H", "H"], "xyz": [[0.477, -1.040, -1.141], [0.639, 0.958, 1.122], [-0.583, -0.592, -0.418], [-0.635, 0.281, 0.696], [-1.808, 0.513, 1.284], [0.234, -1.661, -2.260], [1.627, -1.316, -0.526], [1.675, -0.927, 0.357], [0.606, -0.569, -2.714], [-1.442, -0.691, -0.940], [0.921, 0.385, -2.265], [1.197, 1.326, 0.259], [1.289, 0.297, 1.709], [0.404, 1.803, 1.766], [-1.881, 1.205, 2.109], [-2.719, 0.028, 0.960]], "total_energy_ha": -362.91273, "charge": 0, "homo_lumo_gap_ev": 8.98, "homo_energy_ev": -8.41}

***

Energy above the lowest of the compared OMol25 structures with the same formula, charge and spin
In order: 5.1411; 0.5258; 4.6578; 3.7233; 0.7688; 4.7024
Unit: eV
Maximum force
In order: 5.6; 0.9; 6.9; 4.9; 3.9; 2.2
Unit: eV/A